Computed, not measured: a cluster of 3 separate species, C4H12N2O2 in total, with ωB97M-V with the def2-TZVPD basis set.

XYZ file:
```
20
Properties=species:S:1:pos:R:3:lowdin_charge:R:1
C -0.83603 -0.43035 0.33636 -0.3902
C -0.05080 0.70641 -0.11054 -0.2142
C 1.96963 -0.96839 -1.07799 -0.2677
C 0.50024 1.73103 0.84175 -0.0525
N -1.16940 -1.40345 -0.52701 0.1983
N -1.20226 -0.53416 1.61597 0.2132
O 1.47232 -0.49123 0.11644 -0.2910
O -1.80552 1.46841 -0.27435 -0.2427
H -2.14695 1.24245 -1.14905 0.0016
H 0.14899 0.79200 -1.16559 0.1259
H -0.57649 -1.52090 -1.33407 0.0978
H -1.58381 -2.25183 -0.17624 0.1224
H -1.21964 0.31798 2.15215 0.1217
H -1.87272 -1.23325 1.89041 0.1239
H 1.37552 -1.80395 -1.52349 0.0550
H 2.05150 -0.19530 -1.86878 0.0723
H 2.97966 -1.38181 -0.94044 0.0730
H -0.27785 2.42899 1.14819 0.0793
H 0.95173 1.24105 1.70353 0.0832
H 1.29187 2.28632 0.34276 0.0908
```

**HOMO**: -7.983 eV
**Largest force on an atom**: 0.56 eV/Å
**Lowest unoccupied orbital energy**: 0.02063 Ha
**Orbital gap**: 8.5 eV
**Energy**: -11414.708 eV

Computed, not measured: a structure of composition C4H3CsFO6 in a non-equilibrium geometry, with ωB97M-V with the def2-TZVPD basis set.

XYZ file:
```
15
Properties=species:S:1:pos:R:3:lowdin_charge:R:1
C -2.16001 0.96091 0.46151 -0.4332
C -3.02944 -0.12631 1.03503 -0.0233
O -3.20893 -1.21043 0.13139 0.1016
C -2.21759 -2.01161 -0.14519 -0.6984
O -1.04109 -1.90081 0.20069 0.1269
O -2.47210 -3.02654 -0.87369 0.2858
O -1.42171 0.90103 -0.46912 0.1407
F -2.28671 2.07486 1.16057 0.1575
H -4.03011 0.27041 1.23583 0.1586
H -2.58599 -0.46324 1.98438 0.1651
O 6.94580 1.15752 -0.80701 -0.1002
C 5.70700 1.23622 -0.79978 -0.6837
O 4.89546 0.52213 -1.45125 -0.2477
Cs 1.65599 -0.43921 -1.48212 0.9638
H 5.24942 2.05508 -0.18124 0.0866
```

**HOMO (spin up / spin down)**: -6.869 / -6.868 eV
**Largest force on an atom**: 1.33 eV/Å
**Lowest unoccupied orbital energy (spin up / spin down)**: -0.02819 / -0.16704 Ha
**Orbital gap (spin up / spin down)**: 6.1 / 2.3 eV
**Energy**: -19744.860 eV
**Spin multiplicity**: 2

Computed, not measured: an isolated molecule of C4H2O2S2 in a non-equilibrium geometry, with ωB97M-V with the def2-TZVPD basis set.

XYZ file:
```
10
Properties=species:S:1:pos:R:3:lowdin_charge:R:1
C 2.72608 -1.39002 -0.09545 0.2056
C 1.53238 -1.16692 -0.27278 -0.2113
C -0.03618 1.45815 -0.39864 -0.0461
C 0.27248 -0.89924 -0.00399 -0.5922
O -3.59493 0.72418 0.53834 -0.4897
O -1.28595 1.48584 0.00684 -0.4801
S -1.20020 -1.36735 0.42279 0.8160
S -2.52083 0.41394 -0.36332 0.7739
H 3.73294 -1.50019 -0.03033 0.0128
H 0.37423 2.24161 0.19655 0.0111
```

**HOMO (spin up / spin down)**: -7.382 / -7.369 eV
**Largest force on an atom**: 3.65 eV/Å
**Lowest unoccupied orbital energy (spin up / spin down)**: -0.06567 / -0.06555 Ha
**Orbital gap (spin up / spin down)**: 5.6 / 5.6 eV
**Energy**: -29936.858 eV

Computed, not measured: a structure of composition C9H8AuN13O2 in a non-equilibrium geometry, with ωB97M-V with the def2-TZVPD basis set.

XYZ file:
```
33
Properties=species:S:1:pos:R:3:lowdin_charge:R:1
Au -0.13096 0.12718 0.25338 0.8092
N -3.31025 1.87355 0.25180 0.1572
C -2.21193 2.65127 -0.01123 -0.4897
N -1.92579 3.65181 0.73130 0.0855
N -0.57387 4.18788 0.66637 -0.0075
N 0.18337 3.20354 0.92715 -0.1456
N 0.27401 2.10754 1.24107 0.1065
C -3.28825 0.46995 0.14829 -0.4892
N -4.37622 -0.24853 0.10659 0.0428
N -3.92282 -1.52942 0.07940 -0.0746
N -2.62252 -1.54599 0.09079 -0.0711
N -2.19169 -0.26650 0.15859 -0.1213
H -3.90826 2.23387 0.98091 0.1484
N 4.02920 -1.04910 -0.01604 0.1092
C 4.37302 0.29023 -0.08523 -0.0687
C 3.19605 0.95828 -0.17612 -0.1123
N 2.15243 0.05090 -0.17320 0.0139
C 2.68776 -1.13579 -0.06462 -0.2702
C 1.83987 -2.34913 0.01422 -0.2932
N 0.55414 -2.23431 0.17517 0.0416
C 0.04579 -3.52264 0.18471 -0.1031
C 1.06811 -4.40793 0.03080 -0.0719
N 2.21206 -3.64092 -0.08049 0.0994
H 4.67613 -1.80959 0.09664 0.1567
H 5.39716 0.62441 -0.07541 0.1151
H 3.01958 2.01993 -0.25096 0.1044
H -1.01474 -3.68862 0.29239 0.0903
H 1.09359 -5.48462 -0.01318 0.1129
H 3.14070 -3.99756 -0.22114 0.1526
O -0.25984 2.99795 -2.78202 0.1313
C -1.03764 3.26635 -1.93625 -0.2888
O -1.50984 2.24592 -1.09574 -0.0127
H -1.47594 4.24072 -1.73353 0.1429
```

**HOMO (spin up / spin down)**: -7.985 / -7.986 eV
**Largest force on an atom**: 2.14 eV/Å
**Lowest unoccupied orbital energy (spin up / spin down)**: -0.03138 / -0.03133 Ha
**Orbital gap (spin up / spin down)**: 7.1 / 7.1 eV
**Energy**: -36615.987 eV

Computed, not measured: a cluster of 2 separate species, C4H9NO in total, with ωB97M-V with the def2-TZVPD basis set.

XYZ file:
```
15
Properties=species:S:1:pos:R:3:lowdin_charge:R:1
C 1.61533 -0.23798 0.84366 -0.1222
C 0.99338 -0.91050 -0.37607 -0.2268
C -0.44132 -1.35221 -0.19517 -0.3249
O -1.20820 -1.51510 -1.11840 0.0046
H 2.70336 -0.17708 0.74308 0.0690
H 1.22153 0.77335 0.97453 0.0512
H 1.39599 -0.79866 1.76022 0.0728
H 1.54796 -1.82844 -0.62157 0.1181
H 1.04155 -0.27527 -1.26726 0.1129
H -0.74207 -1.59415 0.84529 0.1194
C -1.70546 1.51401 -0.70030 -0.0959
N -1.30825 1.16974 0.45362 0.0417
H -1.70565 0.76023 -1.49202 0.0555
H -2.05019 2.52118 -0.95992 0.0694
H -1.35797 1.95087 1.11030 0.0553
```

**HOMO**: -9.442 eV
**Largest force on an atom**: 0.50 eV/Å
**Lowest unoccupied orbital energy**: 0.03985 Ha
**Orbital gap**: 10.5 eV
**Energy**: -7830.357 eV

Computed, not measured: an isolated molecule of C5H13NO in a non-equilibrium geometry, with ωB97M-V with the def2-TZVPD basis set.

XYZ file:
```
20
Properties=species:S:1:pos:R:3:lowdin_charge:R:1
C 0.29052 1.28957 -1.33697 -0.0810
C -0.57464 0.11990 -0.84186 -0.3980
C -0.25355 -1.16979 -1.62079 -0.0777
C -0.51861 -0.14862 0.67246 -0.3517
N -0.89429 1.03551 1.42495 0.0495
C 0.86789 -0.75046 1.06977 -0.2061
O 1.10322 -0.62249 2.47691 -0.0745
H 0.04877 2.21909 -0.82276 0.0684
H 0.13434 1.35858 -2.41231 0.0759
H 1.35787 1.13557 -1.15324 0.0689
H -1.56049 0.45669 -1.19022 0.1298
H -0.74865 -2.05012 -1.18113 0.0800
H 0.77087 -1.47085 -1.40570 0.0696
H -0.55301 -1.05933 -2.65603 0.0764
H -1.22423 -0.94224 0.90038 0.1390
H -1.59738 0.86531 2.12107 0.0751
H -0.15541 1.65589 1.73015 0.0764
H 0.83253 -1.83287 0.95263 0.1163
H 1.73557 -0.36459 0.52533 0.1126
H 0.93867 0.27526 2.74736 0.0509
```

**HOMO**: -9.288 eV
**Largest force on an atom**: 1.42 eV/Å
**Lowest unoccupied orbital energy**: 0.03160 Ha
**Orbital gap**: 10.1 eV
**Energy**: -8932.897 eV